C6H12N2 | ωB97M-V/def2-TZVPD

Calculated values
- charge = 0
- relative energy (zero: lowest compared OMol25 entry of this formula, charge and spin) (eV) = 1.718
- structure (SMILES) = Cc1c[nH]cn1.CC
- LUMO (eV) = 0.785
- largest force on an atom (eV/A) = 5.16
- HOMO energy (eV) = -8.55

XYZ file:
```
20
Properties=species:S:1:pos:R:3:forces:R:3:mulliken_charge:R:1
C 0.0683 2.7181 -1.8101 -3.086 3.619 -0.607 -0.731
C -0.5045 2.1915 -3.0974 -2.166 0.893 -0.748 -0.884
H 1.1198 2.6154 -1.7861 1.054 0.311 0.306 0.264
H -0.3776 3.8312 -1.9611 2.146 -1.728 0.964 0.242
H -0.4195 2.4627 -0.8658 0.162 -0.724 -0.318 0.241
H -1.5828 2.5922 -3.3140 1.864 -0.834 0.551 0.254
H 0.0807 2.4990 -3.9538 0.278 0.374 -0.111 0.293
H -0.5265 1.1511 -3.1585 -0.247 -1.944 -0.011 0.314
C 1.8583 -1.1206 -0.1759 1.635 1.031 -0.084 -0.944
C 0.5608 -0.7806 2.0153 0.595 1.928 -0.011 -0.537
C 0.6212 -0.9125 0.6328 0.412 -2.841 -0.470 0.660
C -1.4158 -1.0858 1.1474 0.211 -2.109 -2.226 -0.316
N -0.7881 -0.7730 2.2943 -0.814 -0.636 1.655 -0.090
N -0.5849 -1.3841 0.0870 -0.943 3.371 3.796 -0.544
H 1.2550 -0.3885 2.8079 -0.592 -0.678 -1.294 0.297
H -1.2042 -0.8700 3.2734 0.766 0.442 -2.292 0.280
H 1.8218 -0.8780 -1.3029 -0.192 0.291 1.977 0.251
H 2.1301 -2.1871 -0.1909 0.026 0.288 0.342 0.249
H -2.4689 -1.2700 1.0886 -0.352 0.030 0.201 0.451
H 2.6539 -0.5199 0.4212 -0.757 -1.084 -1.618 0.250
```
Forces are in eV/Å.

---

C6H12N2 | ωB97M-V/def2-TZVPD

Calculated values
- charge = 0
- relative energy (zero: lowest compared OMol25 entry of this formula, charge and spin) (eV) = 4.541
- LUMO (eV) = 0.954
- largest force on an atom (eV/A) = 6.86
- HOMO energy (eV) = -7.50

XYZ file:
```
20
Properties=species:S:1:pos:R:3:forces:R:3:mulliken_charge:R:1
C -0.3555 -0.4369 -0.3300 -6.146 1.234 0.998 -0.509
C 0.3429 0.3901 0.5655 6.624 -1.377 -1.110 -0.393
C -2.9580 0.9926 -0.5428 -0.003 -0.107 -0.129 -1.179
C 2.0482 -0.3729 -0.1004 -0.994 1.816 1.316 0.578
C -2.0745 0.2973 0.4480 0.613 -2.108 -1.850 0.630
N 2.8175 -0.9011 0.9183 0.111 -0.092 0.413 -0.484
C 2.3904 -0.4320 -1.3906 -0.521 -0.053 0.060 -1.071
N -2.4981 0.0227 1.5962 0.602 0.952 0.363 -0.699
H 2.8727 -0.3572 1.7654 -0.094 -0.031 -0.043 0.223
H 3.7193 -1.2940 0.6666 -0.192 0.110 -0.111 0.214
H -1.7858 -0.3162 2.2452 -0.045 -0.598 -0.269 0.239
H -0.4012 -0.1387 -1.3717 0.108 -0.114 0.109 0.363
H -0.4248 -1.5000 -0.1239 0.160 0.132 -0.057 0.205
H 0.4180 1.4521 0.3544 -0.186 -0.103 0.082 0.214
H 0.3676 0.0982 1.6115 -0.137 0.123 -0.058 0.272
H -3.9489 1.1793 -0.1231 0.125 0.029 0.087 0.362
H -2.5129 1.9434 -0.8423 0.034 -0.008 -0.046 0.266
H -3.0694 0.3803 -1.4397 0.078 0.042 -0.023 0.296
H 3.3462 -0.8331 -1.7219 -0.072 -0.073 0.230 0.248
H 1.7064 -0.1738 -2.1848 -0.065 0.227 0.038 0.224
```
Forces are in eV/Å.

---

C6H12N2 | ωB97M-V/def2-TZVPD

Calculated values
- charge = 0
- relative energy (zero: lowest compared OMol25 entry of this formula, charge and spin) (eV) = 2.743
- structure (SMILES) = C=NC(=C)C[C@H](C)N
- LUMO (eV) = 1.072
- largest force on an atom (eV/A) = 5.79
- HOMO energy (eV) = -8.63

XYZ file:
```
20
Properties=species:S:1:pos:R:3:forces:R:3:mulliken_charge:R:1
C 0.4896 0.8850 -2.3434 3.683 0.120 1.501 -1.342
C -0.0209 0.3002 -0.9956 -2.801 1.163 -2.107 0.278
C 0.7038 0.5947 0.3022 -1.293 0.618 0.582 -0.700
C 0.6705 -0.6055 1.2458 -0.727 1.121 0.545 0.357
C 1.6206 -1.5242 1.2670 -1.859 -2.056 1.450 -0.881
C -1.5328 -0.9737 2.3389 0.318 0.153 -1.903 -0.192
N -0.3476 -0.5146 2.2940 0.092 -0.294 -0.388 -0.413
N -1.4680 0.8388 -0.9507 2.756 1.815 4.755 -0.575
H 1.5467 0.4489 -2.4792 -1.434 0.395 -0.532 0.309
H -0.1597 0.7344 -3.1830 -0.254 -0.599 -0.255 0.382
H 0.7027 1.9931 -2.3278 -0.518 -0.932 0.476 0.296
H -0.0017 -0.7841 -0.9589 -0.630 -0.273 -1.078 0.320
H 1.6932 0.9618 0.0765 0.406 0.039 0.317 0.418
H 0.0655 1.3517 0.7713 0.737 0.394 0.186 0.263
H 1.3841 -2.4344 1.8668 0.604 0.839 -0.166 0.232
H 2.4817 -1.5881 0.6747 0.889 0.357 -0.966 0.357
H -2.1836 -0.7376 3.1971 0.515 -0.187 -0.241 0.275
H -2.0362 -1.4935 1.4535 0.711 0.382 1.146 0.215
H -1.4916 1.8632 -0.6145 0.110 -2.386 -0.942 0.210
H -2.1162 0.6839 -1.6347 -1.306 -0.668 -2.380 0.191
```
Forces are in eV/Å.

---

C6H12N2 | ωB97M-V/def2-TZVPD

Calculated values
- charge = 0
- relative energy (zero: lowest compared OMol25 entry of this formula, charge and spin) (eV) = 5.533
- LUMO (eV) = 1.093
- largest force on an atom (eV/A) = 1.35
- HOMO energy (eV) = -7.54

XYZ file:
```
20
Properties=species:S:1:pos:R:3:forces:R:3:mulliken_charge:R:1
C -3.3744 0.9305 -0.2914 -0.127 -0.061 0.060 -0.758
C -1.6377 -0.5848 0.0773 -0.040 -0.060 -0.010 -0.019
N -1.9806 0.6152 -0.0804 0.104 0.088 -0.079 -0.240
H -3.6967 1.6262 0.4858 -0.025 -0.022 -0.044 0.251
H -4.0330 0.0504 -0.2837 0.056 0.037 0.002 0.306
H -3.4761 1.4461 -1.2483 -0.017 -0.020 0.039 0.250
H -2.3468 -1.4221 0.0838 -0.077 0.056 -0.040 0.239
H -0.5851 -0.8178 0.2117 0.057 -0.044 0.073 0.012
C 1.2379 1.7488 0.1720 0.058 0.073 -0.324 -0.773
C 1.6318 0.3190 0.1033 0.004 0.370 0.088 -0.039
C 1.8056 -1.8435 1.2188 0.437 -1.057 -0.125 0.008
C 2.2248 -2.7062 0.4596 -0.651 0.689 0.955 -0.896
N 2.1810 -0.0976 -0.9814 0.099 -0.364 -0.098 -0.195
H 2.3736 0.4679 -1.8086 -0.001 -0.058 0.103 0.212
H 1.4879 -1.2402 2.0332 -0.009 -0.120 -0.077 0.487
H 1.5644 2.1849 1.1175 -0.019 -0.039 -0.017 0.242
H 0.1425 1.7739 0.1741 0.027 0.005 0.036 0.118
H 1.5998 2.3708 -0.6603 0.017 0.046 -0.018 0.313
H 2.4361 -1.1069 -0.9888 -0.097 0.501 -0.177 0.112
H 2.4450 -3.7147 0.2059 0.206 -0.021 -0.348 0.371
```
Forces are in eV/Å.

---

C6H12N2 | ωB97M-V/def2-TZVPD

Calculated values
- charge = 0
- relative energy (zero: lowest compared OMol25 entry of this formula, charge and spin) (eV) = 4.748
- LUMO (eV) = 0.784
- largest force on an atom (eV/A) = 4.04
- HOMO energy (eV) = -6.81

XYZ file:
```
20
Properties=species:S:1:pos:R:3:forces:R:3:mulliken_charge:R:1
C -0.9035 -0.4915 -1.0868 -1.609 2.817 2.415 1.096
C 1.8519 -1.1879 1.3469 0.098 -0.051 -0.036 -0.926
C 1.4896 1.1629 0.6256 0.003 0.088 -0.028 -0.981
C -1.8730 0.3385 0.6104 -0.826 -0.481 -1.884 -1.434
C -1.3802 0.1806 -2.3112 0.077 0.048 -0.099 -1.066
N 1.2176 -0.2516 0.4279 -0.729 -0.063 0.142 0.045
C 0.1440 -0.6298 -0.2346 1.558 -2.771 -2.173 0.103
N -0.4563 -1.7539 -0.7575 1.335 0.385 1.638 -0.859
H 1.5495 -2.2010 1.0891 -0.016 0.070 -0.016 0.342
H 1.5572 -0.9741 2.3805 0.028 -0.006 -0.102 0.315
H 2.9378 -1.1059 1.2619 -0.073 0.004 0.018 0.289
H 1.0160 1.7396 -0.1689 0.038 -0.087 0.063 0.302
H 2.5704 1.3306 0.5948 -0.141 -0.018 0.013 0.346
H 1.0970 1.5038 1.5869 0.053 0.019 0.016 0.334
H -0.6992 -0.0454 -3.1359 -0.010 -0.032 -0.026 0.391
H -1.7228 1.4087 0.7521 0.121 0.005 -0.056 0.327
H -1.7213 -0.2410 1.5225 0.324 -0.102 -0.188 0.368
H -2.8785 0.1462 0.2357 -0.224 0.164 0.309 0.428
H -1.4239 1.2590 -2.1655 -0.032 -0.033 -0.004 0.297
H -2.3723 -0.1881 -2.5739 0.025 0.042 -0.001 0.284
```
Forces are in eV/Å.

---

C6H12N2 | ωB97M-V/def2-TZVPD

Calculated values
- charge = 0
- relative energy (zero: lowest compared OMol25 entry of this formula, charge and spin) (eV) = 2.370
- structure (SMILES) = C/N=C(C)/C=C(/C)N
- LUMO (eV) = 0.989
- largest force on an atom (eV/A) = 0.38
- HOMO energy (eV) = -6.96

XYZ file:
```
20
Properties=species:S:1:pos:R:3:forces:R:3:mulliken_charge:R:1
C 0.7465 1.6293 -1.2892 0.104 -0.021 0.047 -0.956
C 2.4714 -0.3186 0.2697 -0.009 0.047 -0.022 -1.377
C -2.2067 -1.3006 -0.2090 -0.012 0.065 -0.018 -1.275
C 0.9737 -0.3227 0.1208 -0.125 0.215 -0.170 1.030
C -1.2169 -0.4595 0.5340 0.093 0.085 0.036 1.136
N -1.7028 0.6342 1.1635 0.110 -0.048 -0.220 -0.408
C 0.0816 -1.0008 0.9267 -0.016 -0.013 -0.011 -1.373
N 0.2887 0.3392 -0.8302 -0.149 -0.140 0.315 -0.419
H -2.4458 1.1598 0.7233 0.043 -0.102 0.025 0.215
H -1.0309 1.1780 1.6872 -0.012 -0.075 -0.028 0.272
H 0.2034 -1.9832 1.3675 -0.005 0.022 -0.028 0.269
H 0.3481 1.8387 -2.2846 0.028 -0.015 0.046 0.297
H 1.8410 1.7163 -1.3389 -0.050 -0.032 0.009 0.298
H 0.3978 2.4397 -0.6222 0.013 -0.068 -0.043 0.264
H 2.9699 -0.3625 -0.7014 -0.048 0.008 0.038 0.363
H 2.8125 0.5869 0.7797 -0.038 -0.041 -0.021 0.296
H 2.7915 -1.1714 0.8700 -0.038 0.033 -0.021 0.358
H -1.7579 -1.6180 -1.1491 0.009 0.013 0.044 0.328
H -3.1517 -0.7905 -0.4068 0.058 0.006 0.031 0.391
H -2.4132 -2.1943 0.3890 0.045 0.063 -0.009 0.292
```
Forces are in eV/Å.

---

C6H12N2 | ωB97M-V/def2-TZVPD

Calculated values
- charge = 0
- relative energy (zero: lowest compared OMol25 entry of this formula, charge and spin) (eV) = 5.006
- structure (SMILES) = C[C@]12CCN[C@H]1[C@@H]2N
- LUMO (eV) = 0.918
- largest force on an atom (eV/A) = 9.31
- HOMO energy (eV) = -7.40

XYZ file:
```
20
Properties=species:S:1:pos:R:3:forces:R:3:mulliken_charge:R:1
C 1.0741 1.5740 0.4682 1.990 4.320 0.894 -1.775
C 0.2308 0.5771 0.0232 -0.102 -7.241 1.006 1.060
C -0.8939 0.5381 -0.8351 -5.168 6.900 -3.517 -0.826
C -1.9722 -0.4571 -0.3461 -1.416 1.174 -0.021 -0.622
C -0.1866 -0.7116 0.9340 2.638 3.325 0.187 -0.671
C 0.7669 -0.8214 -0.3915 -4.449 -0.099 3.802 -0.114
H 1.4830 2.0676 -0.3893 0.363 0.938 -0.715 0.360
H 1.9510 1.2947 0.9921 0.798 -1.210 0.533 0.426
H 0.7108 2.3752 1.1355 -0.699 -0.295 -0.379 0.331
H -1.5620 1.6301 -0.8043 2.081 -2.451 -0.119 0.258
H -0.5308 0.4753 -1.9045 -1.105 -0.075 0.899 0.369
H -2.0206 -1.2261 -1.1071 0.733 -1.679 0.811 0.213
H -3.0384 -0.2392 -0.3673 -0.051 1.363 -0.246 0.406
H -1.9473 -0.2050 1.8106 -1.511 1.876 1.696 0.238
H 0.5105 -0.6421 1.8095 -1.289 -0.762 -0.382 0.370
H 0.1091 -1.1777 -1.1586 0.968 -0.945 -1.100 0.335
H 2.6245 -0.9182 -0.7872 -0.103 0.362 1.150 0.278
H 2.3185 -2.2490 -0.1046 -1.698 0.931 0.652 0.285
N -1.6334 -0.6403 1.0252 3.244 -5.200 -2.870 -0.318
N 2.0061 -1.2443 -0.0026 4.776 -1.232 -2.280 -0.602
```
Forces are in eV/Å.

---

C6H12N2 | ωB97M-V/def2-TZVPD

Calculated values
- charge = 0
- relative energy (zero: lowest compared OMol25 entry of this formula, charge and spin) (eV) = 3.541
- structure (SMILES) = N[C@H]1[C@H]2CCNC[C@H]12
- LUMO (eV) = 1.089
- largest force on an atom (eV/A) = 3.14
- HOMO energy (eV) = -8.19

XYZ file:
```
20
Properties=species:S:1:pos:R:3:forces:R:3:mulliken_charge:R:1
C 1.0201 0.8445 -1.1156 -1.192 1.060 2.401 -0.116
C -0.3673 0.5089 -0.5205 1.409 1.558 0.223 0.006
C -1.5358 -0.4240 -0.5537 1.213 -0.964 0.654 -0.728
C -1.4070 -1.0174 0.9262 -0.767 2.325 -0.093 -0.646
C 0.8501 0.1179 1.5268 0.694 -1.411 -0.384 -0.703
C 0.9138 -0.0813 0.0629 -0.782 -0.863 -2.269 -0.044
H 1.1912 0.1796 -3.0604 0.193 0.095 0.491 0.230
H 2.6685 0.6281 -2.3740 -1.375 0.073 0.357 0.222
H 1.1732 1.8038 -0.6903 0.484 1.199 0.044 0.285
H -0.5871 1.3461 0.2382 -0.173 -0.973 -1.796 0.160
H -1.4671 -1.3048 -1.2405 -0.138 1.014 0.178 0.241
H -2.4446 0.1545 -0.6647 -0.330 -0.254 -0.289 0.332
H -2.4472 -1.0229 1.2740 0.434 0.180 0.769 0.362
H -1.1527 -2.0277 0.8699 0.882 -1.613 -0.063 0.310
H -1.0253 0.4255 2.3817 0.142 0.068 0.007 0.280
H 0.9501 1.1812 1.8123 0.834 -0.664 0.161 0.298
H 1.5648 -0.6863 1.8799 -0.303 1.544 0.847 0.267
H 0.9670 -1.1292 -0.2621 0.227 0.140 0.309 0.216
N 1.6356 0.7543 -2.3468 1.192 -1.070 -2.423 -0.584
N -0.5001 -0.2507 1.8567 -2.645 -1.445 0.875 -0.386
```
Forces are in eV/Å.

---

C6H12N2 | ωB97M-V/def2-TZVPD

Calculated values
- charge = 0
- relative energy (zero: lowest compared OMol25 entry of this formula, charge and spin) (eV) = 1.747
- structure (SMILES) = Cc1c[nH]cn1.CC
- LUMO (eV) = 0.915
- largest force on an atom (eV/A) = 6.26
- HOMO energy (eV) = -8.23

XYZ file:
```
20
Properties=species:S:1:pos:R:3:forces:R:3:mulliken_charge:R:1
C 2.5679 -0.1259 2.9546 2.624 -1.157 -0.320 -1.033
C 0.8408 0.8325 0.0180 2.390 -0.093 -0.511 -0.076
C 2.2409 0.4078 1.6013 1.254 -0.374 -1.732 0.668
C 2.9608 0.1864 0.3927 -2.621 1.121 1.576 -0.545
N 0.9874 0.8516 1.3567 -1.283 -0.625 -3.138 -0.562
N 2.0561 0.4415 -0.6643 -0.117 0.326 3.874 -0.162
H 0.0033 0.9792 -0.6596 -0.117 0.357 0.851 0.185
H 2.4464 0.7600 -1.5335 -0.676 -0.038 -0.410 0.254
H 4.0044 0.0241 0.3242 0.613 -0.364 -0.552 0.401
H 2.6029 -1.2194 2.7365 -0.074 0.494 0.726 0.243
H 1.8335 0.0333 3.7262 -0.170 0.430 0.044 0.329
H 3.6447 0.1091 3.3040 -1.787 -0.064 -0.398 0.259
C -3.8196 -0.8547 -1.3791 -1.396 4.959 3.554 -0.829
C -2.7296 -0.1116 -2.0458 2.065 0.321 -1.196 -0.335
H -3.4947 -1.1752 -0.3879 -0.302 -0.528 -0.200 0.288
H -4.6607 0.0312 -1.1421 1.692 -2.728 -0.467 0.170
H -4.2324 -1.5723 -1.9572 -1.411 -2.379 -1.563 0.322
H -3.0471 0.8705 -2.3282 -0.470 0.395 -1.061 0.309
H -2.3016 -0.6824 -2.9130 -0.250 0.779 0.677 0.281
H -1.9034 0.2142 -1.4034 0.038 -0.832 0.247 -0.168
```
Forces are in eV/Å.

---

C6H12N2 | ωB97M-V/def2-TZVPD

Calculated values
- charge = 0
- relative energy (zero: lowest compared OMol25 entry of this formula, charge and spin) (eV) = 2.782
- structure (SMILES) = CC(C)[C@H](C)C1N=N1
- LUMO (eV) = 1.056
- largest force on an atom (eV/A) = 4.09
- HOMO energy (eV) = -9.54

XYZ file:
```
20
Properties=species:S:1:pos:R:3:forces:R:3:mulliken_charge:R:1
C 1.9250 -0.1413 0.5163 0.813 0.536 0.000 -0.173
C 0.5062 -1.9541 -0.2602 -1.944 0.930 -0.090 -1.707
C -1.1682 0.4990 1.1089 -0.060 1.462 -0.413 -1.332
C -0.1152 1.8014 -0.7048 0.480 -0.101 0.652 -1.651
C 0.7388 -0.3987 -0.4146 -0.511 -3.270 2.401 0.314
C -0.5433 0.4056 -0.2728 0.333 -0.160 -1.042 0.420
N 3.2322 -0.1740 -0.1851 0.710 -1.490 -0.657 -0.369
N 2.8923 0.9218 0.1265 -0.393 1.769 0.341 -0.222
H 2.1333 -0.4297 1.5772 -1.395 -0.010 -1.031 0.520
H 0.2198 -2.2136 0.7626 0.332 -0.075 0.001 0.343
H -0.3409 -2.3174 -0.8910 0.545 0.433 0.263 0.371
H 1.3736 -2.4702 -0.5803 0.934 -0.635 -0.033 0.469
H -2.1058 1.1440 1.0346 0.775 -1.445 0.291 0.336
H -1.2209 -0.4732 1.5801 -0.733 -0.076 0.200 0.365
H -0.5022 1.1322 1.7010 0.080 -0.223 0.282 0.331
H 0.4469 2.1547 0.1479 -0.132 0.667 0.467 0.423
H -0.9160 2.4478 -0.9269 -1.047 0.934 -0.093 0.395
H 0.6385 1.9258 -1.4648 -0.029 -0.645 -0.873 0.408
H 0.9984 -0.3412 -1.4376 0.956 0.656 -0.977 0.336
H -1.2444 -0.1208 -0.9680 0.286 0.743 0.309 0.423
```
Forces are in eV/Å.

---

Which of these has the lowest largest force on an atom?
number 6

---

Number 8 is which compound?
C6H12N2